C41H35BrCsN10S2 | the ωB97M-V functional and the def2-TZVPD basis

```
! RIJCOSX wB97M-V def2-TZVPD def2/J DEFGRID3
* xyz -1 1
H -0.621 4.103 -0.230
N 2.472 1.177 -0.805
N 0.045 1.465 2.426
C -0.990 2.229 2.797
Br -1.175 -3.037 1.162
C 4.898 -1.039 0.963
N 2.592 -0.952 1.094
C -3.958 4.734 -0.134
H 2.629 -4.720 -3.941
C -1.117 1.446 -6.312
H -2.295 5.384 1.057
H 0.046 0.415 -3.297
C 2.874 -5.088 -2.943
C -0.463 1.031 -4.030
C -6.378 0.856 -0.032
N -1.095 2.499 -2.234
C -4.014 -2.841 -1.008
C -0.810 3.331 3.649
H -5.646 -0.641 -1.340
C -3.649 -3.929 -3.131
Cs -0.329 0.209 -0.028
H -2.348 3.828 -4.233
C 1.588 -3.302 -1.721
H -2.304 -0.807 -3.099
H -5.398 3.835 -1.450
C -2.977 -2.796 -3.574
H -1.109 1.164 -7.358
H 0.982 -2.127 2.667
N -3.081 -0.627 -0.588
H 0.609 4.514 4.727
H -4.573 2.603 2.247
H 5.792 0.709 -1.106
H 2.938 -6.175 -2.988
C 1.844 -4.650 -1.936
C 1.107 -5.554 -1.182
C 0.184 -5.103 -0.254
C -3.418 3.188 -1.909
H -4.401 -2.853 0.005
H 2.548 3.105 3.966
C -1.811 2.573 -5.890
N 0.698 -2.851 -0.840
C -0.437 0.684 -5.372
H -4.692 -4.816 -1.475
H -0.101 2.651 -1.937
N -2.490 1.151 1.463
C 3.754 -0.475 0.500
C -2.823 -1.692 -2.747
H -0.401 -5.781 0.350
C -4.348 3.924 -1.196
C -4.828 1.886 1.479
C -4.040 0.095 -0.065
C -3.336 -1.691 -1.444
H -7.384 0.799 -0.435
C 0.456 3.657 4.080
C -5.415 0.049 -0.539
C -1.672 4.061 -0.500
S 4.313 2.325 -2.255
H -4.695 5.289 0.433
H -3.767 -4.788 -3.780
C 2.856 -1.856 1.977
H 3.860 -4.699 -2.684
C -1.156 2.164 -3.598
H 2.178 -2.913 3.579
C -2.616 4.783 0.214
H 2.126 -2.540 -2.279
C -6.096 1.795 1.004
H 1.935 3.616 -2.811
H -6.878 2.443 1.379
H -1.684 3.905 3.927
H 2.075 1.161 2.502
C 1.534 2.881 3.667
C 3.682 0.590 -0.520
N -2.306 2.022 2.373
C -3.772 1.055 1.000
C 1.267 1.800 2.848
C 4.770 1.043 -1.187
N 1.900 -2.546 2.686
H -3.741 2.527 -2.704
C 2.590 2.165 -1.694
N 1.636 2.942 -2.120
S 4.546 -2.223 2.167
C -2.057 3.260 -1.580
H -2.571 -2.767 -4.580
H 0.107 -0.200 -5.683
C -4.167 -3.939 -1.840
C 0.037 -3.733 -0.128
C -1.824 2.936 -4.551
H -2.337 3.186 -6.613
H 1.257 -6.620 -1.316
H 5.917 -0.823 0.688
*
```

energy above the lowest of the compared OMol25 structures with the same formula, charge and spin	0.00	kJ/mol
highest occupied orbital energy	-3.82	eV
strongest force on any atom	1.810	eV Å⁻¹
Kohn-Sham gap	5.67	eV
electronic energy	-150249.6658	eV

C41H35ClIrN2Si2 | the ωB97M-V functional and the def2-TZVPD basis

```
! RIJCOSX wB97M-V def2-TZVPD def2/J DEFGRID3
* xyz 1 5
H 1.609 -2.288 1.409
C -2.664 2.287 -2.398
C -2.570 2.879 -1.155
C -0.020 -0.283 -1.926
C -0.916 0.794 -1.672
C 7.810 2.825 1.534
C 0.035 0.628 2.307
H 0.609 4.709 5.595
H -3.240 3.700 -0.886
H -3.338 2.652 -3.180
C -1.654 2.415 -0.193
H -1.377 -1.460 -4.825
C 4.944 2.826 -0.885
C 4.872 5.501 3.492
H 4.586 3.973 6.624
N 1.086 -0.363 -1.122
C 0.670 -2.226 -3.124
N -0.742 1.495 -0.524
H 5.096 -0.766 0.606
C 1.085 4.842 2.206
H -2.718 0.623 -4.613
H 2.474 -3.117 -2.326
H 5.008 0.295 3.202
H 2.701 2.009 3.030
C -1.015 -0.195 1.755
C 1.777 -2.293 -2.298
H 4.516 6.245 5.501
H 3.123 0.810 1.126
C 7.234 1.618 1.999
C 1.644 3.229 4.377
C 0.933 4.402 4.595
H 4.878 1.956 5.253
C 6.042 1.977 -1.179
C 9.114 2.873 1.024
C 9.379 0.529 1.585
H 2.115 -0.096 2.993
H -2.069 0.083 1.748
H 7.682 -0.444 2.439
H -1.064 -2.288 1.041
H 2.969 -1.203 -0.768
C -1.252 -0.811 -3.956
H 5.233 4.485 1.635
C 2.040 -1.289 -1.365
Cl 1.708 2.525 -1.399
C -1.881 1.153 -2.662
C 5.053 4.344 2.715
C -2.002 0.328 -3.829
C 4.856 2.948 4.734
H 10.929 1.757 0.725
H 6.831 2.354 -1.862
C 4.989 3.046 3.297
H 2.417 4.924 -0.281
Si 5.309 1.463 2.303
H 7.220 3.734 1.466
H -1.666 2.814 0.810
H 10.005 -0.369 1.602
C 2.077 2.891 3.101
H 6.744 -0.058 -1.160
C -0.224 -1.154 -3.022
C 5.068 0.267 0.206
C 0.687 5.212 3.491
C 1.285 -0.212 2.291
C 6.038 0.662 -0.750
Ir 1.148 0.770 0.576
H 4.915 6.488 2.978
C 4.159 2.642 0.243
H 4.598 3.563 -1.651
H 0.526 -2.940 -3.920
H 0.947 5.527 1.364
Si 2.580 3.624 0.212
C 4.159 1.252 0.841
C 4.700 4.093 5.521
C 9.897 1.729 1.076
C 0.921 -1.449 1.592
C 1.752 3.631 1.968
H 9.507 3.793 0.570
H 1.934 2.644 5.241
C -0.476 -1.435 1.375
C 4.669 5.359 4.887
H 0.189 6.174 3.621
C 8.071 0.496 2.073
H -0.102 1.514 2.921
*
```

energy above the lowest of the compared OMol25 structures with the same formula, charge and spin	0.00	kJ/mol
highest occupied orbital energy (spin up / spin down)	-8.84 / -9.88	eV
strongest force on any atom	4.878	eV Å⁻¹
Kohn-Sham gap (spin up / spin down)	5.46 / 6.19	eV
electronic energy	-77171.3316	eV

C41H35FIrN7O10P | the ωB97M-V functional and the def2-TZVPD basis

```
! RIJCOSX wB97M-V def2-TZVPD def2/J DEFGRID3
* xyz 2 2
O 4.808 -3.386 -3.371
H -4.218 3.905 2.673
C 3.892 -2.654 -1.429
H -2.768 -3.218 -1.851
O 0.388 -1.630 0.569
H 1.224 -7.578 -5.084
H -1.757 4.491 3.444
N 0.295 5.216 7.077
H 5.926 -3.239 -1.106
O 2.698 -3.672 -3.058
C 0.869 2.378 1.572
C -3.112 2.256 0.492
C 0.284 3.859 3.414
C -2.066 -3.843 -1.318
H -0.502 6.224 4.421
C 5.038 -2.791 -0.678
C -1.400 3.170 1.801
C 0.116 -4.882 -1.128
H -2.018 -3.451 -4.787
C -3.247 -1.263 -5.056
N -2.703 3.195 1.359
H -3.442 -4.282 0.251
P -0.191 -3.168 -3.299
H 1.112 -5.030 -1.522
H 0.382 -6.164 0.558
H -1.451 1.473 -3.131
H 3.871 -1.618 2.271
C -2.280 1.348 -0.095
C -2.134 -1.512 -4.243
C 1.220 3.110 2.676
H -1.873 -5.748 1.463
N -1.625 -2.780 -4.136
O 6.183 -2.089 2.577
C 5.035 -2.364 0.639
H -4.166 2.239 0.254
C 1.870 -4.564 -6.474
C 2.717 -1.972 -0.951
C 1.202 -3.759 -5.573
H 1.808 2.869 5.229
C 0.746 6.325 6.201
O 1.585 -0.426 2.043
C 0.541 -4.328 -4.484
C -1.571 -5.284 0.537
C 2.750 -1.682 0.448
C -4.320 5.008 0.736
H -3.609 6.346 2.369
H 1.213 -2.685 -5.683
H 0.198 7.237 6.440
H 0.585 3.132 7.193
H -4.045 4.810 -0.289
C 0.496 5.918 4.743
H -5.358 5.267 0.867
C -0.461 2.349 1.139
C 3.862 -1.870 1.219
N 3.801 -3.271 -2.723
N 0.594 4.469 4.638
H -0.656 4.960 6.787
H -0.006 -6.147 -3.483
H 2.605 4.440 5.334
C -1.013 3.909 2.924
F 2.510 3.124 3.056
H 1.621 1.804 1.059
O -3.998 0.541 -1.476
C 1.216 -6.505 -5.209
C -3.065 1.041 -4.479
C -1.986 0.715 -3.685
C 1.168 4.014 6.925
C 0.539 -5.706 -4.304
C -0.296 -5.510 0.032
O 1.806 -1.651 -1.753
C -2.454 -4.457 -0.143
C -3.287 5.641 1.617
H -3.734 -2.085 -5.556
H 1.806 6.498 6.390
C 1.406 -1.167 1.099
N 6.239 -2.483 1.437
C -0.776 -4.062 -1.822
C 1.899 -5.937 -6.275
C -3.720 0.025 -5.167
Ir -0.352 -1.227 -1.618
C -0.858 1.452 0.050
H -3.402 2.059 -4.548
N -1.538 -0.533 -3.555
O -0.008 0.886 -0.664
H -2.329 5.871 1.176
C 1.648 3.920 5.467
O 7.201 -2.968 0.895
H 1.228 6.433 4.104
H 2.387 -4.128 -7.316
C -2.949 0.251 -0.932
H 2.024 4.087 7.595
O -2.365 -0.871 -0.934
H 0.266 5.508 8.058
H -4.584 0.239 -5.779
C -3.643 4.193 1.799
H 2.462 -6.568 -6.945
*
```

highest occupied orbital energy (spin up / spin down)	-12.06 / -12.06	eV
strongest force on any atom	5.809	eV Å⁻¹
Kohn-Sham gap (spin up / spin down)	4.70 / 4.27	eV
electronic energy	-88813.2974	eV

Question: What is the strongest force on any atom in the third record?
Answer: 5.809 eV Å⁻¹